No. 1
# C5H10O

A cluster of 2 separate species, C5H10O in total at a distorted geometry (ωB97M-V with the def2-TZVPD basis set, OMol25).

DFT total energy = -7387.388 eV

Structure (XYZ):
```
16
Properties=species:S:1:pos:R:3:forces:R:3
O 0.910 1.427 1.144 -0.80 -2.36 1.96
C 0.569 0.227 1.750 1.35 1.13 -3.33
C -0.383 -0.918 0.978 0.35 3.85 0.16
C -1.069 -0.553 -0.264 -2.85 1.45 0.18
C -0.381 0.638 -0.899 -1.06 -0.91 -1.34
C 0.965 0.075 -1.463 -0.08 0.63 1.53
H 0.021 0.511 2.634 -1.15 -0.54 0.86
H -0.807 -1.733 1.474 -0.14 -1.37 1.26
H 1.532 -0.189 2.079 -0.40 -1.02 0.26
H -2.503 -0.127 -0.157 3.83 -1.34 0.57
H -1.303 -1.363 -0.973 0.25 -0.21 0.45
H -0.241 1.306 -0.035 0.14 0.45 -1.33
H -1.128 0.958 -1.639 0.74 0.52 -0.19
H 1.820 0.804 -1.383 -0.94 -0.83 0.18
H 0.915 -0.253 -2.498 -0.19 -0.31 0.03
H 1.082 -0.812 -0.748 0.94 0.89 -1.25
```
Positions in Å, forces in eV/Å.



No. 2
# C12H36N6O6

A cluster of 6 separate species, C12H36N6O6 in total at a distorted geometry (ωB97M-V with the def2-TZVPD basis set, OMol25).

DFT total energy = -34255.957 eV

Structure (XYZ):
```
60
Properties=species:S:1:pos:R:3:forces:R:3
N -2.553 1.988 -1.983 -0.80 2.63 1.55
C -2.088 0.967 -2.640 3.77 -1.21 0.97
N -2.799 0.232 -3.487 -1.71 -0.10 -1.55
O -0.921 0.632 -2.411 0.88 -0.41 -0.28
H -3.513 2.146 -1.965 -1.67 0.50 0.05
H -1.996 2.507 -1.289 -0.24 -0.90 -0.90
H -2.181 -0.334 -4.046 -0.13 -0.19 -0.02
H -3.527 0.700 -4.014 0.01 -0.23 0.09
N 1.606 -3.191 2.261 2.69 -3.73 0.81
C 2.762 -3.835 2.800 0.03 0.47 -0.80
N 3.302 -3.219 3.971 -0.01 -0.83 -0.45
O 3.331 -4.780 2.222 -1.18 1.84 1.45
H 1.459 -3.552 1.330 -0.33 0.46 0.06
H 1.465 -2.259 2.492 -0.62 1.78 0.20
H 2.750 -2.802 4.727 -0.03 -0.37 -0.97
H 4.131 -3.708 4.313 -0.56 0.16 -0.25
N -1.133 0.784 2.335 1.14 0.20 -1.43
C -1.083 -0.237 3.227 -0.16 0.32 -1.86
N -1.839 -0.026 4.329 -0.41 -0.29 0.98
O -0.430 -1.251 2.966 -0.20 0.24 0.98
H -1.821 1.505 2.340 -0.18 0.22 0.41
H -0.500 0.766 1.498 -0.72 -0.20 0.82
H -1.971 -0.816 4.924 -0.06 -0.32 0.22
H -2.573 0.669 4.357 0.42 -0.14 -0.16
C 3.292 3.689 -2.068 -0.80 0.05 0.57
C 2.223 4.437 -2.835 -1.31 0.30 0.51
C 0.800 3.891 -2.489 0.35 0.24 0.15
O 2.239 5.844 -2.601 0.64 0.37 1.25
H 3.106 2.638 -2.242 0.39 -0.41 -0.11
H 3.125 3.830 -0.987 0.05 0.06 -0.20
H 4.311 3.974 -2.290 0.13 0.03 -0.30
H 2.368 4.383 -3.881 0.35 -0.41 -1.24
H 0.795 3.967 -1.386 -0.53 -0.48 -0.33
H 0.619 2.860 -2.857 0.31 0.45 0.51
H -0.034 4.514 -2.882 0.83 -0.12 0.12
H 2.607 6.005 -1.703 -0.45 -0.14 -0.91
C 2.369 0.371 1.310 0.26 -0.38 -0.23
C 1.730 0.232 -0.094 -0.21 -1.34 1.36
C 1.582 -1.227 -0.556 -0.62 0.14 1.31
O 0.472 0.876 -0.048 -0.27 0.51 0.18
H 2.500 1.431 1.523 0.15 0.11 -0.01
H 3.379 -0.134 1.371 -1.17 0.45 -0.09
H 1.696 -0.007 2.101 0.31 -0.14 -0.40
H 2.382 0.715 -0.778 0.62 0.75 -0.90
H 2.570 -1.688 -0.451 -0.19 -0.19 -0.55
H 1.152 -1.230 -1.564 0.35 -0.32 0.14
H 0.889 -1.783 0.145 0.57 0.70 -0.83
H -0.002 0.804 -0.901 0.14 -0.15 -0.11
C -2.542 -1.439 -0.537 -0.14 -0.52 -0.40
C -3.046 -2.636 0.270 -0.26 -0.37 -2.04
C -3.717 -3.670 -0.625 -0.72 0.11 0.12
O -2.098 -3.381 0.971 0.71 1.02 1.28
H -2.091 -0.737 0.147 0.52 0.34 0.06
H -3.459 -0.964 -0.925 0.40 -0.05 -0.13
H -1.871 -1.697 -1.380 -0.23 0.16 0.55
H -3.804 -2.144 0.853 -0.55 -0.31 1.21
H -4.294 -4.368 -0.013 0.05 0.04 -0.03
H -3.002 -4.266 -1.188 0.25 0.18 -0.04
H -4.408 -3.186 -1.318 0.01 -0.06 -0.06
H -1.714 -2.788 1.650 0.14 -0.53 -0.31
```
Positions in Å, forces in eV/Å.



No. 3
# C61H53Cl3GeN3O7S3Sr

A structure of composition C61H53Cl3GeN3O7S3Sr at a distorted geometry (ωB97M-V with the def2-TZVPD basis set, OMol25).

DFT total energy = -210348.547 eV
Charge = -1

Structure (XYZ):
```
132
Properties=species:S:1:pos:R:3:forces:R:3
Sr 0.820 0.252 -0.120 -0.95 -1.46 0.61
O 2.941 3.003 2.182 -0.02 -0.07 0.00
C 2.265 2.144 1.198 0.31 0.14 -0.13
O 2.082 0.899 1.739 0.47 0.26 0.36
C 3.198 2.072 -0.059 -0.10 0.13 0.06
C 4.086 3.046 -0.505 0.03 -0.04 0.05
C 4.612 2.914 -1.784 0.04 0.01 -0.03
C 4.209 1.877 -2.622 -0.01 -0.02 0.01
C 3.323 0.944 -2.104 0.08 0.02 -0.12
N 2.917 1.037 -0.848 0.45 0.39 -0.03
C 2.588 -0.148 -2.927 0.32 0.23 0.16
O 2.701 -0.063 -4.158 -0.03 -0.12 0.01
O 1.895 -0.944 -2.232 -0.04 0.01 -0.14
H 3.326 2.343 2.776 0.00 0.07 -0.01
H 4.331 3.880 0.139 0.00 0.01 -0.01
H 5.315 3.655 -2.153 0.00 0.01 0.00
H 4.535 1.798 -3.650 0.00 0.00 0.00
C -7.205 -2.266 3.306 -0.06 -0.04 0.06
C -6.149 -1.697 2.402 0.04 0.03 -0.03
C -4.814 -1.678 2.786 0.01 0.00 0.02
C -3.843 -1.123 1.962 -0.02 -0.01 0.05
C -4.212 -0.601 0.737 -0.13 -0.06 -0.04
C -5.543 -0.591 0.337 0.06 -0.02 0.02
C -6.498 -1.142 1.169 -0.03 0.00 0.00
S -2.973 0.145 -0.314 0.18 0.28 -0.01
O -3.662 1.228 -1.057 -0.02 -0.03 0.00
C -2.732 -1.257 -1.422 -0.08 -0.04 0.07
C -2.282 -2.446 -0.805 0.03 -0.04 -0.04
C -1.931 -3.518 -1.562 -0.01 0.04 -0.04
C -2.007 -3.455 -2.975 0.02 -0.06 0.08
C -1.640 -4.561 -3.779 -0.01 0.00 0.00
C -1.693 -4.485 -5.139 0.00 0.00 0.00
C -2.116 -3.290 -5.759 0.00 0.00 -0.01
C -2.475 -2.208 -5.009 0.01 0.02 0.02
C -2.435 -2.258 -3.591 0.00 0.05 -0.02
C -2.793 -1.130 -2.781 0.08 -0.09 -0.03
C -3.206 0.113 -3.505 -0.10 0.01 0.00
C -4.562 0.210 -3.943 -0.01 -0.02 0.04
C -5.532 -0.763 -3.588 0.03 -0.02 0.01
C -6.826 -0.648 -4.006 -0.03 0.00 -0.01
C -7.226 0.446 -4.805 0.02 0.00 0.01
C -6.314 1.395 -5.163 0.00 -0.02 0.01
C -4.963 1.300 -4.744 0.00 0.09 -0.05
C -4.005 2.274 -5.116 0.03 -0.02 0.01
C -2.719 2.178 -4.683 -0.08 -0.05 0.00
C -2.323 1.099 -3.858 0.01 0.17 -0.06
S -0.605 0.986 -3.333 0.06 -0.14 -0.11
O -0.668 0.559 -1.895 -0.72 -0.06 -0.61
C -0.175 2.693 -3.192 -0.06 0.09 -0.02
C 1.025 3.095 -3.747 0.00 0.04 0.06
C 1.507 4.363 -3.432 0.03 -0.04 -0.01
C 0.811 5.195 -2.569 -0.04 0.02 0.02
C 1.378 6.520 -2.145 0.02 0.03 0.00
C -0.404 4.759 -2.028 0.01 -0.03 0.00
C -0.897 3.506 -2.319 0.08 0.00 -0.06
H -6.763 -2.846 4.116 0.01 0.00 0.00
H -7.887 -2.917 2.756 0.00 0.00 -0.01
H -7.805 -1.472 3.755 0.00 0.01 -0.01
H -4.528 -2.087 3.748 -0.01 -0.01 0.01
H -2.807 -1.086 2.280 0.01 0.01 -0.02
H -5.808 -0.136 -0.609 0.00 0.00 -0.01
H -7.539 -1.139 0.864 0.00 0.00 0.00
H -2.185 -2.489 0.272 -0.02 0.00 -0.01
H -1.571 -4.425 -1.091 0.00 -0.01 -0.01
H -1.305 -5.467 -3.288 0.00 -0.01 0.00
H -1.401 -5.332 -5.745 0.00 -0.01 0.00
H -2.146 -3.227 -6.839 0.00 0.00 0.00
H -2.786 -1.295 -5.499 0.00 0.00 0.00
H -5.234 -1.602 -2.973 0.00 0.00 -0.01
H -7.552 -1.400 -3.723 0.00 0.00 0.00
H -8.256 0.529 -5.128 -0.01 0.00 0.00
H -6.607 2.241 -5.773 0.00 0.00 -0.01
H -4.310 3.104 -5.742 -0.02 0.00 0.01
H -1.994 2.934 -4.953 0.01 0.01 0.00
H 1.600 2.405 -4.357 0.01 0.01 -0.02
H 2.464 4.682 -3.827 0.01 0.00 0.00
H 2.270 6.772 -2.717 0.00 0.00 0.00
H 1.651 6.485 -1.088 0.00 -0.01 0.00
H 0.649 7.322 -2.269 -0.01 0.00 0.00
H -0.931 5.392 -1.323 -0.01 0.00 0.00
H -1.801 3.131 -1.850 -0.02 0.00 0.00
C -2.094 3.313 1.593 -0.01 -0.06 -0.03
Ge -0.161 3.404 2.049 -0.06 0.04 0.05
C 0.115 5.324 2.465 0.05 0.01 0.00
C -0.036 2.430 3.758 0.02 0.00 -0.01
C 0.963 2.741 0.656 0.29 0.19 0.15
H -2.670 4.031 2.183 -0.01 0.02 0.01
H -2.487 2.315 1.813 0.01 -0.02 -0.02
H -2.279 3.505 0.534 0.01 0.02 0.00
H -0.483 5.663 3.314 -0.03 -0.01 0.02
H -0.154 5.931 1.595 0.01 0.01 -0.01
H 1.172 5.488 2.683 0.00 0.01 0.01
H -0.905 2.643 4.383 -0.01 0.00 0.04
H 0.872 2.719 4.288 0.01 0.00 0.00
H 0.026 1.358 3.565 -0.01 -0.01 -0.01
H 1.158 3.554 -0.055 -0.01 -0.01 -0.02
Cl 8.913 -3.872 2.556 -0.04 0.00 0.02
C 7.255 -3.771 3.070 0.09 0.00 -0.02
C 6.255 -3.608 2.130 -0.02 0.03 0.03
C 4.944 -3.508 2.563 0.00 -0.06 0.03
C 4.599 -3.569 3.912 -0.01 -0.14 -0.07
C 3.172 -3.432 4.399 -0.10 -0.13 -0.04
C 2.109 -4.272 3.644 0.08 0.13 -0.15
N 1.575 -3.654 2.437 0.00 0.01 0.03
C 1.812 -4.032 1.129 0.11 -0.04 0.12
C 1.164 -3.128 0.346 0.02 0.02 0.03
N 0.521 -2.207 1.143 -0.11 0.03 0.03
C 0.784 -2.553 2.381 0.10 -0.04 -0.10
O 2.715 -2.106 4.539 -0.03 0.41 0.04
C 3.203 -1.086 3.645 -0.17 -0.02 0.03
C 4.561 -0.606 4.048 0.14 0.07 -0.03
C 5.555 -0.235 3.192 -0.10 -0.01 -0.08
Cl 5.493 -0.211 1.478 -0.03 -0.02 0.05
S 6.990 0.245 4.001 0.04 0.02 0.03
C 6.266 -0.044 5.527 -0.05 -0.01 0.03
C 4.986 -0.481 5.404 0.08 0.05 0.02
C 5.644 -3.750 4.818 0.02 0.02 0.05
Cl 5.345 -3.843 6.535 0.04 0.00 0.00
C 6.966 -3.848 4.419 -0.04 0.03 -0.04
H 6.497 -3.527 1.080 0.00 0.00 -0.01
H 4.178 -3.341 1.822 -0.10 0.01 -0.06
H 3.163 -3.820 5.419 -0.06 -0.13 -0.07
H 1.278 -4.447 4.329 0.02 0.08 -0.02
H 2.515 -5.245 3.368 0.04 -0.01 0.02
H 2.418 -4.889 0.892 0.02 -0.01 -0.01
H 1.153 -3.047 -0.731 -0.01 0.00 -0.02
H 0.475 -2.025 3.268 -0.03 0.01 0.01
H 2.479 -0.271 3.681 0.01 -0.05 0.00
H 3.208 -1.404 2.603 -0.02 -0.07 -0.07
H 6.820 0.133 6.434 0.01 0.00 0.01
H 4.350 -0.725 6.241 -0.01 -0.01 0.01
H 7.750 -3.971 5.150 0.01 0.00 0.00
```
Positions in Å, forces in eV/Å.



No. 4
# C3H7N2O2

The ion C3H7N2O2 with charge -1 (ωB97M-V with the def2-TZVPD basis set, OMol25).

DFT total energy = -10301.602 eV
Charge = -1

Structure (XYZ):
```
14
Properties=species:S:1:pos:R:3:forces:R:3
N 0.036 1.467 -1.539 0.05 0.28 0.65
C -1.279 1.017 -1.023 0.49 -0.34 -0.71
C -1.200 -0.424 -0.525 -0.57 0.23 0.44
N -0.642 -0.597 0.797 0.48 -0.08 -0.19
C 0.809 -0.609 0.887 -0.31 0.12 0.59
O 1.412 -1.054 -0.105 0.40 -0.03 -0.36
O 1.244 -0.169 1.975 0.11 -0.12 -0.13
H 0.731 0.804 -1.190 0.07 0.01 -0.16
H 0.266 2.346 -1.076 0.07 -0.23 -0.26
H -1.979 1.011 -1.861 -0.27 0.26 0.00
H -1.625 1.708 -0.257 -0.31 -0.06 0.21
H -2.199 -0.883 -0.592 0.07 0.08 0.10
H -0.551 -0.958 -1.211 0.09 -0.24 -0.07
H -0.952 0.038 1.516 -0.36 0.11 -0.10
```
Positions in Å, forces in eV/Å.



| no. | HOMO (eV) | orbital gap (eV) |
| --- | --- | --- |
| 1 | -8.1 | 5.9 |
| 2 | -9.2 | 9.4 |
| 3 | -3.4 | 5.3 |
| 4 | -4.2 | 8.3 |